Entry from the OMol25 dataset: a cluster of 12 separate species, C46H68N8O12 in total in a non-equilibrium geometry (ωB97M-V with the def2-TZVPD basis set).

Output
* LUMO level: 0.07 eV
* F_max: 0.04387 hartree/bohr
* E_HOMO: -9.143 eV
* E: -85294.03327 eV
* SMILES: O=C1OCCO1.O=C1OCCO1.O=C1OCCO1.O=C1OCCO1.c1ccncc1.c1ccncc1.CCCC#N.CCCC#N.CCCC#N.CCCC#N.CCCC#N.CCCC#N
* HOMO-LUMO gap: 0.3386 hartree

```
134
Properties=species:S:1:pos:R:3:mulliken_charge:R:1
N -0.6411 -3.6977 -7.1438 -0.556
C -0.1309 -2.8516 -6.2521 -0.429
C -0.6889 -2.5993 -5.0046 -0.063
C -1.8744 -3.2436 -4.6943 -0.498
C -2.4367 -4.1250 -5.6123 -0.372
C -1.7953 -4.2865 -6.8423 -0.291
H 0.7235 -2.2837 -6.6019 0.455
H -0.1973 -1.9985 -4.2528 0.517
H -2.3698 -3.0842 -3.7436 0.479
H -3.3581 -4.6450 -5.3910 0.385
H -2.2576 -4.9527 -7.5614 0.321
N -2.7553 1.8786 3.5495 -0.278
C -3.4267 2.7059 4.3490 -0.509
C -3.7826 2.3736 5.6412 -0.413
C -3.4201 1.1394 6.1464 -0.588
C -2.7709 0.2179 5.3036 -0.623
C -2.5069 0.6486 4.0173 0.003
H -3.6173 3.6915 3.9388 0.456
H -4.2700 3.0838 6.2975 0.443
H -3.6064 0.8946 7.1837 0.436
H -2.5652 -0.7341 5.7715 0.506
H -1.9804 -0.0224 3.3457 0.537
C 5.2748 1.0499 0.4180 -0.440
C 3.8079 0.7859 0.8816 1.162
O 3.1087 1.8812 0.3213 -0.166
C 3.8326 2.5046 -0.5998 0.448
O 3.4228 3.3872 -1.2867 -0.476
O 5.0670 1.9754 -0.6427 -0.336
H 5.7074 0.1250 0.0458 0.319
H 5.8776 1.5660 1.1633 0.278
H 3.7300 0.8182 1.9654 -0.252
H 3.4223 -0.1642 0.5168 -0.564
C -6.0116 1.4704 0.2397 -0.374
C -5.0541 2.1097 1.2510 0.331
O -3.8656 2.2216 0.4750 -0.139
C -4.1671 2.2549 -0.8408 0.543
O -3.4249 2.5206 -1.7275 -0.514
O -5.4508 1.8796 -1.0120 -0.403
H -6.9807 1.9546 0.3544 0.328
H -6.0889 0.3878 0.1768 0.315
H -4.8776 1.4004 2.0575 -0.303
H -5.4750 3.0046 1.7033 0.294
C 3.7311 0.7900 -3.6807 0.718
C 4.7869 -0.2232 -3.2596 0.522
O 5.9950 0.4661 -3.4804 -0.392
C 5.7812 1.7546 -3.7559 0.566
O 6.5974 2.5962 -3.8708 -0.541
O 4.4454 1.9834 -4.0022 -0.416
H 3.0169 0.9177 -2.8654 -0.570
H 3.2234 0.4902 -4.5947 0.276
H 4.7172 -1.0918 -3.9158 0.225
H 4.6006 -0.5874 -2.2458 -0.427
C -1.3630 3.0349 -4.7033 0.179
C -1.0504 2.9765 -6.2115 -0.455
O -0.2287 1.8323 -6.3625 -0.401
C 0.0865 1.3268 -5.1621 0.355
O 0.8267 0.4083 -5.0131 -0.431
O -0.5243 1.9908 -4.1754 0.112
H -2.4075 2.9178 -4.4405 0.265
H -0.9270 3.9580 -4.3269 -0.206
H -0.5049 3.8475 -6.5734 0.267
H -1.9618 2.8892 -6.8030 0.307
C 1.0348 -0.8312 -1.2417 -0.369
C 0.1808 0.4493 -1.2177 0.641
C -1.0126 0.4221 -0.2636 1.072
C -1.8280 -0.7809 -0.4247 0.074
N -2.4637 -1.7314 -0.5214 -0.780
H 1.6053 -0.8571 -2.1755 -0.047
H 0.4028 -1.7228 -1.2761 0.701
H 1.7565 -0.9337 -0.4300 -0.576
H -0.1957 0.6200 -2.2262 -0.166
H 0.8448 1.3011 -1.0669 -0.239
H -1.5942 1.2967 -0.5622 -0.298
H -0.8028 0.4692 0.8072 -0.099
C 2.1296 -3.1560 3.2114 -0.915
C 1.3060 -4.0113 2.2767 0.171
C 0.0045 -3.3513 1.8634 0.868
C -0.8776 -2.9831 3.0001 -0.221
N -1.5539 -2.7000 3.8821 -0.512
H 2.3594 -2.1403 2.8888 -0.030
H 3.1512 -3.5233 3.3670 0.490
H 1.7072 -3.0915 4.2160 0.348
H 1.1333 -5.0051 2.6921 0.420
H 1.8091 -4.2196 1.3274 -0.420
H -0.5531 -3.9723 1.1566 0.670
H 0.1062 -2.4283 1.2833 -0.835
C 3.0260 1.5295 5.4934 -0.729
C 2.1619 0.3741 6.0230 -0.710
C 0.8291 0.1662 5.2855 -0.299
C 1.0101 0.0697 3.8328 0.016
N 1.1632 0.0415 2.6973 -0.075
H 3.9436 1.5704 6.0749 0.388
H 2.5013 2.4672 5.7018 0.304
H 3.1521 1.4718 4.4153 -0.057
H 1.9761 0.4515 7.0924 0.427
H 2.7367 -0.5435 5.8589 0.279
H 0.1900 1.0357 5.4516 0.280
H 0.3714 -0.7593 5.6328 0.317
C 5.2458 -5.0025 -1.4295 -1.311
C 3.7781 -4.9497 -1.0122 -0.356
C 3.0634 -3.6627 -1.4031 0.848
C 3.0342 -3.3693 -2.8452 -0.013
N 3.0125 -3.1348 -3.9692 -0.579
H 5.4453 -4.7526 -2.4704 0.352
H 5.5538 -6.0476 -1.3390 0.406
H 5.8954 -4.4280 -0.7687 0.314
H 3.6223 -5.1254 0.0517 0.240
H 3.2919 -5.7895 -1.5142 0.395
H 3.5847 -2.7517 -1.0685 -0.173
H 2.0667 -3.5084 -0.9873 -0.097
C 0.2510 4.2733 -1.0070 -0.161
C 0.6532 5.4562 -1.8908 -0.155
C 0.5710 6.8352 -1.2224 -0.680
C 1.1871 6.8210 0.0990 0.308
N 1.5968 6.8426 1.1679 -0.500
H 0.1165 3.4307 -1.6847 -0.345
H -0.6216 4.4670 -0.3831 0.528
H 1.0820 4.0407 -0.3410 0.137
H 0.0643 5.4348 -2.8126 0.049
H 1.6693 5.2887 -2.2587 0.204
H -0.4814 7.0648 -1.0245 0.248
H 0.9261 7.5563 -1.9559 0.407
C -4.6780 -2.1748 2.2575 -0.610
C -5.9855 -1.5189 2.7082 0.026
C -6.1768 -1.4641 4.2326 0.051
C -6.1057 -2.8273 4.7879 0.131
N -6.0442 -3.8875 5.2260 -0.483
H -3.9086 -2.1770 3.0336 0.089
H -4.1724 -1.7030 1.4149 -0.028
H -4.8620 -3.2119 1.9749 0.488
H -6.8605 -2.0068 2.2808 0.462
H -5.9395 -0.4997 2.3188 -0.470
H -7.1728 -1.1493 4.5485 0.454
H -5.3809 -0.8833 4.6987 -0.185
```

Entry from the OMol25 dataset: a cluster of 8 separate species, C46H75NO25 in total in a non-equilibrium geometry (ωB97M-V with the def2-TZVPD basis set).

Output
* LUMO level: 0.51 eV
* F_max: 0.02170 hartree/bohr
* E_HOMO: -8.886 eV
* E: -101597.81998 eV
* SMILES: COCCCCCCCC[C@@]1(C)C(=O)OC[C@H]1CC(=O)N(C)C.C[C@@H]1COC(=O)O1.C[C@@H]1COC(=O)O1.C[C@@H]1COC(=O)O1.C[C@@H]1COC(=O)O1.C[C@@H]1COC(=O)O1.C[C@@H]1COC(=O)O1.C[C@@H]1COC(=O)O1
* HOMO-LUMO gap: 0.3454 hartree

```
147
Properties=species:S:1:pos:R:3:mulliken_charge:R:1
C -2.3333 5.6565 2.5250 -0.577
O -2.8115 4.7280 1.5810 -0.393
C -1.9402 3.6261 1.3551 -0.338
C -2.1075 3.1052 -0.0701 -0.795
C -1.8818 1.5841 -0.1973 -0.239
C -1.1087 1.2276 -1.4765 -0.094
C -1.3042 -0.2145 -1.9600 -1.001
C -0.2122 -1.1947 -1.4818 -0.761
C -0.6562 -2.0740 -0.3002 0.662
C 0.3469 -3.2131 -0.0839 -1.950
C 0.4032 -3.9537 1.2675 2.808
C 1.7688 -3.6243 1.9712 -1.984
C -0.6135 -3.6224 2.3589 -0.190
O -1.2887 -2.6400 2.5543 -0.624
O -0.6380 -4.6675 3.2379 -0.412
C 0.0787 -5.7905 2.7071 -0.779
C 0.2866 -5.4940 1.2170 -0.265
C -0.7139 -6.1859 0.2820 -1.276
C -2.1371 -6.2775 0.7998 0.140
O -2.7316 -7.3505 0.7987 -0.667
N -2.6959 -5.0870 1.3040 1.025
C -3.1738 -4.1837 0.2514 -1.164
C -3.6584 -5.3027 2.3808 -1.250
H -1.7704 5.1618 3.3267 0.351
H -3.1950 6.1577 2.9700 0.291
H -1.6949 6.4046 2.0376 0.101
H -0.9022 3.9530 1.4978 0.320
H -2.1680 2.8316 2.0782 0.273
H -3.1141 3.3683 -0.4031 0.426
H -1.3901 3.6258 -0.7100 0.180
H -1.3344 1.2365 0.6827 0.290
H -2.8613 1.1010 -0.2506 0.373
H -0.0564 1.4385 -1.2840 -0.461
H -1.4299 1.9284 -2.2564 0.514
H -2.2676 -0.5808 -1.5849 0.286
H -1.3489 -0.2482 -3.0513 0.373
H 0.1580 -1.8201 -2.3005 0.502
H 0.6493 -0.6087 -1.1332 0.345
H -1.6314 -2.4888 -0.5615 -0.824
H -0.7393 -1.4432 0.5842 0.365
H 0.1500 -3.9502 -0.8726 0.351
H 1.3433 -2.8180 -0.3038 0.538
H 2.1307 -2.6448 1.6631 0.597
H 2.5101 -4.3956 1.7622 0.344
H 1.6642 -3.5901 3.0582 0.319
H 1.0459 -5.8586 3.2097 0.118
H -0.4942 -6.7013 2.8967 0.487
H 1.2734 -5.8571 0.9110 0.788
H -0.4115 -7.2315 0.1740 0.471
H -0.7001 -5.7528 -0.7232 0.330
H -4.2694 -4.1959 0.2142 0.415
H -2.7754 -4.4702 -0.7247 0.237
H -2.8654 -3.1542 0.4502 0.465
H -4.6916 -5.3442 2.0151 0.351
H -3.4501 -6.2454 2.8868 0.356
H -3.5583 -4.4951 3.1120 0.302
C 4.9627 4.6674 -1.9883 -1.213
C 3.9454 3.5623 -1.8594 0.475
C 2.6727 3.7674 -2.6550 -0.229
O 1.6969 3.0761 -1.8563 -0.310
C 2.1324 3.0830 -0.5790 0.605
O 1.4734 2.7819 0.3646 -0.532
O 3.4188 3.4932 -0.5166 -0.406
H 5.1277 4.9143 -3.0374 0.362
H 4.6187 5.5607 -1.4700 0.072
H 5.9179 4.3754 -1.5531 0.424
H 4.3925 2.5915 -2.0884 0.302
H 2.7159 3.3425 -3.6542 0.361
H 2.3809 4.8168 -2.7068 0.047
C 1.2038 8.3496 1.7205 -1.316
C 2.0632 7.5685 0.7627 0.710
C 3.3734 8.2306 0.3858 -0.522
O 3.5960 7.7312 -0.9469 -0.222
C 2.3874 7.4337 -1.4781 0.556
O 2.1980 7.1752 -2.6259 -0.595
O 1.4335 7.4642 -0.5346 -0.342
H 1.7909 8.6797 2.5777 0.408
H 0.7902 9.2252 1.2220 0.261
H 0.3754 7.7432 2.0851 0.124
H 2.2337 6.5503 1.1225 0.229
H 4.2050 7.9484 1.0259 0.342
H 3.2892 9.3187 0.3434 0.313
C -4.3303 -7.6725 -2.9329 -1.572
C -4.3392 -6.1710 -2.7945 1.171
C -5.2918 -5.4291 -3.7097 -0.532
O -4.6287 -4.1716 -3.8944 -0.357
C -3.3011 -4.3675 -3.7101 0.651
O -2.4580 -3.5721 -3.9647 -0.553
O -3.0766 -5.5952 -3.1920 -0.361
H -5.3515 -8.0561 -2.8952 0.396
H -3.8723 -7.9799 -3.8706 0.400
H -3.7623 -8.1260 -2.1239 0.232
H -4.5077 -5.8811 -1.7529 -0.089
H -6.2764 -5.2662 -3.2796 0.327
H -5.3894 -5.9213 -4.6804 0.321
C 3.3780 -9.3965 5.2644 -1.407
C 4.3041 -8.3278 4.7405 0.451
C 5.0423 -7.5309 5.7986 -0.504
O 5.2109 -6.2581 5.1634 -0.359
C 4.2233 -6.1102 4.2534 0.576
O 3.9583 -5.0990 3.6919 -0.449
O 3.5688 -7.2819 4.0752 -0.255
H 3.8935 -10.0126 6.0016 0.373
H 2.5043 -8.9404 5.7297 0.347
H 3.0311 -10.0441 4.4609 0.354
H 5.0075 -8.7426 4.0139 0.247
H 6.0119 -7.9437 6.0625 0.308
H 4.4410 -7.3947 6.7009 0.315
C -3.1421 11.1234 2.9475 -1.395
C -2.0072 12.0574 2.6103 0.439
C -2.2500 12.9773 1.4295 -0.479
O -0.9280 13.1619 0.9061 -0.342
C -0.1899 12.0847 1.2479 0.642
O 0.8842 11.8283 0.8101 -0.522
O -0.8497 11.3281 2.1532 -0.269
H -4.0798 11.6767 3.0049 0.373
H -3.2315 10.3498 2.1849 0.349
H -2.9761 10.6330 3.9053 0.350
H -1.7010 12.6333 3.4873 0.249
H -2.6773 13.9382 1.7016 0.310
H -2.8661 12.5031 0.6619 0.309
C 5.0376 8.8630 -3.6013 -1.285
C 6.1656 9.7524 -4.0589 0.469
C 5.8639 10.6214 -5.2634 -0.462
O 7.1507 10.7541 -5.8791 -0.345
C 7.8937 9.6754 -5.5335 0.617
O 8.9346 9.3858 -6.0227 -0.531
O 7.2761 8.9770 -4.5538 -0.335
H 4.1117 9.4305 -3.5073 0.364
H 4.8817 8.0546 -4.3159 0.307
H 5.2587 8.4125 -2.6385 0.282
H 6.5403 10.3635 -3.2330 0.276
H 5.4725 11.6028 -5.0098 0.320
H 5.1886 10.1248 -5.9644 0.319
C -5.5204 -13.3152 -0.4620 -1.443
C -4.3143 -12.5303 -0.9122 0.513
C -4.2076 -11.1251 -0.3563 -0.516
O -3.5002 -10.4409 -1.3853 -0.211
C -3.7550 -11.0632 -2.5549 0.598
O -3.4743 -10.5971 -3.6093 -0.524
O -4.3699 -12.2482 -2.3329 -0.361
H -5.6180 -13.2630 0.6227 0.363
H -6.4231 -12.9124 -0.9208 0.355
H -5.4376 -14.3624 -0.7481 0.361
H -3.3943 -13.0900 -0.7259 0.259
H -3.6467 -11.0674 0.5727 0.324
H -5.1848 -10.6547 -0.2211 0.286
```